20
Properties=species:S:1:pos:R:3:forces:R:3 method="wB97M-V/def2-TZVPD" molar_mass_g_mol=237.5 e_lumo_ev=-0.9 orbital_gap_ev=7.938 e_above_lowest_kcal_mol=41.0
C 2.326 0.061 -0.884 0.314 0.038 -1.370
C -1.874 0.582 -0.127 -1.775 -0.274 0.414
C -2.349 -0.816 0.113 -0.242 0.993 -0.091
C -0.584 0.923 -0.078 -0.750 0.670 -0.498
C -1.825 -1.905 -0.472 -1.093 -0.192 0.644
C 1.460 -0.350 0.184 0.231 1.387 -0.629
C -0.098 2.251 -0.460 -0.946 2.848 -0.258
C 2.148 -1.080 1.206 1.508 -3.014 4.942
N 3.060 0.206 -1.757 -0.111 0.228 0.136
N 0.287 0.019 0.387 -0.110 -1.320 1.257
Cl -3.107 1.896 -0.300 0.807 -1.391 -0.161
Cl -3.736 -0.944 1.190 0.594 -0.279 -0.324
Cl -0.698 -1.801 -1.708 1.011 -0.048 -1.135
H -2.128 -2.952 -0.346 -0.221 0.779 0.497
H 0.860 2.490 -0.036 0.356 0.069 0.538
H -0.833 3.154 -0.293 1.389 -2.041 -0.024
H 0.080 2.259 -1.523 0.019 -0.055 -0.655
H 3.136 -1.592 1.103 -0.635 0.906 -1.047
H 1.556 -1.945 1.643 0.044 1.110 -0.747
H 2.317 -0.456 2.158 -0.389 -0.413 -1.489

92
Properties=species:S:1:pos:R:3:forces:R:3 method="wB97M-V/def2-TZVPD" molar_mass_g_mol=1025.8 e_lumo_ev=-8.6 orbital_gap_ev=1.273 total_charge=+1
O -7.344 -1.450 -0.909 0.399 0.118 -0.245
P -7.946 -0.852 -2.123 0.452 -0.790 1.989
O -8.133 -2.017 -3.217 -0.311 1.243 -0.092
O -9.381 -0.244 -1.661 0.694 -0.357 -1.445
C -6.768 0.478 -2.770 -0.229 -0.244 0.647
C -5.592 0.472 -1.775 -0.594 0.274 -0.110
C -4.367 -0.167 -2.157 0.009 -0.593 -0.980
N -3.306 -0.307 -1.404 -1.686 0.825 0.287
C -3.513 0.239 -0.170 1.280 -0.030 1.103
C -2.454 0.093 0.785 0.827 -0.647 0.502
C -1.185 -0.672 0.406 -0.082 0.294 -1.221
C -1.376 -2.135 -0.061 -0.458 0.443 0.056
O -0.138 -2.878 0.111 -0.190 0.926 -0.150
C -2.504 -2.915 0.679 0.577 -1.398 -0.510
F -2.600 -2.634 1.985 -0.130 0.264 -0.509
F -2.182 -4.244 0.605 -0.245 0.511 0.034
F -3.687 -2.799 0.062 0.367 0.440 0.609
C -2.519 0.585 2.055 -1.367 0.658 0.333
C -3.706 1.299 2.477 0.056 -0.466 -1.011
C -4.753 1.456 1.580 0.661 0.016 0.369
C -4.677 0.921 0.236 -0.769 0.517 0.785
N -5.759 1.050 -0.597 1.400 -0.601 -0.879
H -7.700 -2.798 -2.831 -0.227 0.100 -0.028
H -9.217 0.104 -0.760 -0.256 -0.107 -0.023
H -7.226 1.469 -2.675 0.040 -0.573 -0.501
H -6.457 0.280 -3.806 -0.117 0.044 0.379
H -4.323 -0.606 -3.166 0.007 0.272 0.429
H -0.754 -0.122 -0.458 0.079 -0.323 0.462
H -0.435 -0.603 1.216 -0.700 0.125 0.018
H -1.622 -2.097 -1.136 -0.107 -0.244 0.544
H -0.117 -3.508 -0.626 0.359 -0.118 0.382
H -1.690 0.442 2.752 -0.369 0.124 -0.267
H -3.783 1.671 3.501 0.064 -0.063 -0.401
H -5.661 1.987 1.943 0.483 -0.615 -0.528
Al 1.533 -1.719 1.319 0.106 -0.225 -0.298
C 0.971 4.471 1.494 1.508 0.017 0.095
F 1.912 4.246 0.606 -0.321 0.074 -0.110
F 1.527 4.367 2.703 -0.539 -0.046 0.016
F 0.565 5.775 1.359 -0.713 -0.153 -0.083
S -0.426 3.316 1.259 -0.155 -1.402 -0.085
O 0.135 2.002 1.431 0.134 0.138 0.167
O -0.903 3.598 -0.088 -0.350 1.081 0.386
O -1.392 3.706 2.293 -0.107 1.043 -0.398
O 2.865 2.407 -1.484 -0.249 0.009 -0.022
Cl 3.441 3.558 -2.152 0.239 0.273 -0.211
O 4.237 3.117 -3.267 -0.111 -0.029 0.048
O 4.256 4.301 -1.228 -0.187 0.147 0.023
O 2.366 4.401 -2.629 -0.132 -0.115 0.062
C -11.045 1.152 1.313 -0.571 -0.101 -0.127
O -9.828 1.019 1.146 0.345 0.033 0.005
N -11.562 1.986 2.250 0.327 0.149 0.043
N -11.953 0.474 0.574 0.274 -0.119 -0.174
H -12.546 2.108 2.404 0.003 -0.054 -0.005
H -10.915 2.501 2.816 -0.083 -0.040 0.059
H -11.602 -0.153 -0.130 -0.082 0.004 -0.011
H -12.945 0.565 0.691 0.014 0.016 0.019
O -8.444 -1.846 2.594 -0.117 0.140 0.045
H -8.601 -0.930 2.337 -0.006 -0.043 -0.085
H -8.833 -2.358 1.877 0.129 -0.011 -0.029
C -8.484 3.167 -0.989 -0.471 0.493 -0.910
O -9.324 3.814 -0.368 0.137 0.305 0.707
O -8.244 1.949 -0.810 0.071 0.046 0.605
O -7.711 3.633 -1.864 0.289 -0.036 0.206
Li -1.764 5.571 0.922 0.705 -0.943 0.035
C 7.676 2.614 -0.996 0.275 0.531 -0.147
C 6.587 1.950 -0.201 -0.500 0.050 -0.484
O 7.021 0.596 -0.149 0.443 0.310 0.297
C 8.382 0.632 -0.212 0.356 -0.235 -0.084
O 9.090 -0.280 0.070 -0.088 -0.023 -0.035
O 8.826 1.842 -0.630 -0.332 -0.275 0.167
F 5.409 2.009 -0.844 0.257 -0.591 0.342
H 7.511 2.536 -2.072 -0.209 -0.104 0.069
H 7.806 3.662 -0.735 0.186 -0.088 0.082
H 6.470 2.335 0.814 -0.094 -0.024 -0.021
Na -7.336 4.045 1.258 -0.294 -0.247 -0.171
C 11.859 -4.529 2.237 0.182 0.128 0.343
O 12.958 -4.023 1.450 -3.013 -1.624 -0.991
P 12.932 -4.319 -0.216 6.850 3.467 -1.854
O 14.320 -4.856 -0.336 -1.001 -0.766 0.335
O 12.886 -2.736 -0.559 -0.801 -0.388 -0.053
C 11.770 -1.970 -0.092 0.150 0.062 0.144
O 12.383 -4.682 -1.756 -2.196 -0.692 2.189
C 12.450 -6.057 -2.148 0.036 -0.202 -0.269
H 12.229 -5.302 2.912 -0.029 -0.009 -0.042
H 11.443 -3.711 2.827 -0.011 -0.015 -0.035
H 11.066 -4.949 1.616 -0.063 -0.014 0.114
H 12.017 -1.517 0.870 -0.070 -0.036 0.009
H 10.877 -2.589 0.018 -0.093 0.149 -0.027
H 11.562 -1.182 -0.810 0.014 -0.085 -0.042
H 12.221 -6.720 -1.315 0.075 -0.108 -0.088
H 13.447 -6.277 -2.528 0.029 0.038 0.174
H 11.725 -6.221 -2.944 -0.062 0.115 0.077

21
Properties=species:S:1:pos:R:3:forces:R:3 method="wB97M-V/def2-TZVPD" molar_mass_g_mol=127.1 spin_multiplicity=2 e_lumo_ev="-3.1 / -8.8" orbital_gap_ev="11.910 / 5.986" e_above_lowest_kcal_mol=1.8 total_charge=+1
C 0.512 0.823 1.472 -0.048 -1.476 0.334
C -0.915 0.435 1.117 -0.450 0.039 0.164
O -1.277 1.092 -0.066 -0.305 -0.120 -0.134
N 1.454 0.132 0.579 0.881 3.238 0.920
C 1.421 0.552 -0.828 -1.213 -0.744 -1.812
O 1.375 1.925 -0.903 0.428 0.208 0.246
H 0.704 1.889 1.373 -0.153 0.274 -0.096
H 0.763 0.537 2.497 -0.002 -0.001 -0.098
H -1.581 0.637 1.965 0.156 0.527 -0.064
H -1.017 -0.640 0.993 0.187 -0.229 -0.103
H -1.869 0.485 -0.556 0.165 0.092 -0.013
H 2.392 0.274 0.997 -0.145 -1.243 -0.266
H 2.261 0.166 -1.398 0.399 -0.069 0.484
H 0.515 0.123 -1.293 0.217 -0.092 0.301
H 0.485 2.234 -1.124 -0.162 -0.157 0.157
H 0.458 -1.770 0.394 -0.025 -0.483 0.233
H -0.133 -3.125 0.904 0.126 0.162 -0.107
O 0.105 -2.622 0.113 0.074 -0.039 -0.204
H -2.864 -1.816 -1.461 0.093 -0.032 -0.056
H -1.331 -1.973 -1.195 -0.388 -0.025 0.145
O -2.066 -1.337 -1.213 0.166 0.169 -0.030

22
Properties=species:S:1:pos:R:3:forces:R:3 method="wB97M-V/def2-TZVPD" molar_mass_g_mol=348.3 e_lumo_ev=-8.9 orbital_gap_ev=7.828 total_charge=+2
O -1.061 1.585 -0.693 1.104 0.262 -3.068
C -1.541 2.529 0.269 0.915 -2.100 0.404
C -0.727 1.687 1.189 -2.261 2.258 3.113
O 1.221 1.632 0.694 0.154 2.233 -0.847
C 2.014 0.595 0.733 -1.454 -1.991 2.771
O 1.638 -0.136 -0.414 -0.483 0.681 -2.038
O 2.650 0.122 1.619 0.215 0.773 -1.199
Cs -4.572 0.223 -1.831 -0.106 -0.115 0.013
Mg 0.827 1.698 -1.325 -1.075 -0.933 1.861
H -2.620 2.416 0.432 0.182 0.381 0.012
H -1.222 3.565 0.118 -0.160 -0.170 0.152
H -1.165 0.732 1.494 0.575 -0.128 -0.901
H -0.429 2.242 2.081 1.478 -0.421 -0.272
O -0.630 -2.136 -0.717 -0.091 -0.123 -0.794
C -0.332 -2.279 0.587 -0.949 0.518 1.111
C 0.597 -2.061 -1.465 -0.189 0.029 -0.100
O -1.103 -2.465 1.473 0.304 -0.044 -0.839
O 0.979 -2.036 0.774 0.981 0.487 -0.067
C 1.570 -1.550 -0.409 0.998 -1.508 0.425
H 0.457 -1.404 -2.327 -0.003 0.046 0.188
H 0.843 -3.057 -1.842 0.201 0.157 0.206
H 2.605 -1.901 -0.440 -0.335 -0.293 -0.130

13
Properties=species:S:1:pos:R:3:forces:R:3 method="wB97M-V/def2-TZVPD" molar_mass_g_mol=81.1 e_lumo_ev=0.4 orbital_gap_ev=7.772 e_above_lowest_kcal_mol=79.8
C 1.838 0.260 0.004 0.037 0.014 -0.028
C 0.390 0.081 0.462 0.117 -0.127 -0.071
C -0.383 -0.995 -0.236 -0.198 0.286 0.086
N -1.568 -0.512 -0.444 0.174 -0.143 0.023
C -1.674 0.851 0.017 -0.009 0.230 -0.005
C -0.500 1.315 0.519 -0.257 -0.407 -0.095
H 2.289 1.057 0.601 -0.027 -0.124 -0.103
H 2.429 -0.658 0.123 -0.127 0.183 -0.021
H 1.877 0.566 -1.049 -0.031 -0.052 0.235
H -0.117 -2.006 -0.533 -0.033 0.183 0.090
H -2.320 -1.041 -0.878 0.119 0.067 0.085
H -2.646 1.319 -0.114 0.207 -0.090 -0.014
H 0.385 -0.236 1.528 0.028 -0.021 -0.185

79
Properties=species:S:1:pos:R:3:forces:R:3 method="wB97M-V/def2-TZVPD" molar_mass_g_mol=1180.9 spin_multiplicity=2 e_lumo_ev="-7.5 / -8.1" orbital_gap_ev="6.242 / 5.646" e_above_lowest_kcal_mol=54.1 total_charge=+2
Mo -1.802 -2.366 -1.995 0.478 -1.191 0.251
C -2.579 -3.858 1.555 -0.014 -0.060 -0.038
C -1.450 -3.025 1.040 -0.301 0.004 0.372
O -0.432 -2.827 1.668 0.133 -0.152 -0.195
N -1.604 -2.490 -0.242 0.426 0.178 -0.633
Te 0.386 -0.118 1.215 0.236 0.366 0.042
C 1.635 0.798 2.591 -0.061 -0.110 0.049
C 3.013 0.535 2.444 0.006 -0.028 -0.107
C 3.560 -0.377 1.370 -0.106 0.103 0.100
C 3.886 1.168 3.309 0.069 -0.028 0.010
C 3.435 2.003 4.328 0.052 0.041 0.069
C 4.396 2.649 5.281 -0.059 -0.025 -0.009
C 2.061 2.192 4.482 -0.037 -0.020 0.053
C 1.138 1.595 3.644 -0.086 0.069 -0.032
C -0.335 1.770 3.912 0.158 -0.001 -0.078
C -0.928 1.441 0.661 -0.133 -0.230 0.069
C -0.411 2.488 -0.007 0.154 0.121 -0.095
C 1.033 2.815 -0.243 -0.112 -0.089 -0.001
C -1.360 3.446 -0.611 -0.087 0.074 -0.065
C -2.820 3.346 -0.332 0.242 -0.016 -0.029
C -3.691 4.562 -0.413 -0.018 -0.009 -0.054
C -3.220 2.238 0.548 -0.155 0.128 -0.056
C -2.363 1.293 0.955 0.083 -0.190 0.153
C -2.865 0.112 1.753 0.084 0.069 -0.190
H -2.269 -4.314 2.491 -0.014 -0.005 0.012
H -2.851 -4.629 0.833 -0.029 0.043 -0.031
H -3.461 -3.237 1.719 -0.020 0.034 -0.053
H 3.053 -1.346 1.378 0.041 -0.016 -0.028
H 4.620 -0.561 1.532 -0.009 0.002 0.001
H 3.448 0.068 0.377 0.011 -0.026 -0.010
H 4.952 1.002 3.197 -0.025 -0.008 0.001
H 5.423 2.580 4.930 -0.018 0.018 -0.010
H 4.340 2.158 6.256 -0.001 -0.011 -0.017
H 4.141 3.697 5.439 0.023 -0.001 -0.023
H 1.702 2.802 5.303 0.012 0.006 -0.019
H -0.492 2.319 4.837 0.011 -0.001 0.003
H -0.823 0.799 4.017 -0.034 0.010 0.008
H -0.825 2.321 3.108 -0.028 0.000 0.012
H 1.721 2.109 0.217 0.039 0.020 0.016
H 1.258 3.806 0.159 -0.013 -0.001 -0.013
H 1.228 2.852 -1.318 -0.012 0.029 0.027
H -0.943 4.407 -0.902 -0.064 0.013 0.007
H -3.324 5.243 -1.180 0.009 0.005 0.021
H -3.692 5.081 0.545 -0.036 -0.014 -0.008
H -4.716 4.282 -0.658 0.011 0.014 0.009
H -4.257 2.204 0.870 0.037 0.002 0.014
H -3.737 0.384 2.345 -0.003 0.008 -0.003
H -2.106 -0.284 2.432 -0.040 0.013 0.072
H -3.167 -0.700 1.083 0.022 0.009 0.046
C 0.926 -1.185 -2.712 0.221 -0.056 -0.025
C 2.414 -1.352 -3.133 -0.098 -0.178 0.063
N 2.759 -2.762 -3.235 0.116 0.067 -0.003
C 2.555 -3.418 -1.954 -0.103 0.060 -0.098
C 1.063 -3.325 -1.530 0.207 -0.021 -0.102
N 0.301 -2.546 -2.570 -0.324 -0.240 0.019
C 0.432 -3.287 -3.880 0.262 0.021 -0.061
C 1.938 -3.394 -4.255 -0.039 0.080 0.098
H 0.366 -0.613 -3.444 -0.102 -0.010 -0.025
H 0.840 -0.679 -1.750 -0.071 -0.002 0.082
H 3.073 -0.878 -2.405 0.012 0.005 0.001
H 2.584 -0.879 -4.098 0.009 0.029 -0.001
H 3.188 -2.932 -1.210 0.014 -0.025 0.008
H 2.868 -4.458 -2.033 0.002 -0.005 0.010
H 0.951 -2.821 -0.576 -0.080 0.080 0.053
H 0.604 -4.309 -1.449 -0.074 -0.023 -0.019
H -0.125 -2.751 -4.643 -0.077 0.079 0.022
H -0.014 -4.270 -3.755 -0.074 -0.023 0.073
H 2.126 -2.905 -5.210 -0.001 -0.007 -0.012
H 2.232 -4.438 -4.352 -0.004 -0.010 0.006
Se -5.961 -1.918 -4.428 0.201 -0.082 0.407
Sb -5.147 -2.017 -2.248 -0.690 0.227 0.014
Se -5.737 -2.254 0.004 0.023 0.009 -0.372
Se -3.025 -0.244 -2.224 -0.569 -0.011 0.134
Se -2.951 -4.228 -2.570 0.198 0.344 0.332
O -0.337 4.430 -3.370 -0.143 -0.098 0.024
S -1.016 3.238 -3.779 0.237 0.253 -0.292
O -0.357 1.995 -3.489 0.019 -0.250 0.038
O -2.249 2.893 -1.595 -0.187 0.049 0.360
S -2.207 -1.120 -4.029 0.291 0.590 -0.350

17
Properties=species:S:1:pos:R:3:forces:R:3 method="wB97M-V/def2-TZVPD" molar_mass_g_mol=87.1 e_lumo_ev=-5.2 orbital_gap_ev=7.215 e_above_lowest_kcal_mol=59.9 total_charge=+1
C -0.245 0.660 1.902 -0.642 0.503 -0.972
C 0.793 0.459 0.791 -1.044 -1.712 1.375
C 1.105 -0.826 0.488 0.415 1.032 0.143
N 1.772 -1.247 -0.641 1.274 -0.111 -0.242
H -0.175 -0.030 2.730 0.175 -0.353 0.068
H -0.217 1.662 2.320 0.063 0.099 -0.005
H -1.271 0.528 1.454 0.681 0.139 0.748
H 1.278 1.322 0.399 0.315 0.409 -0.711
H 0.862 -1.631 1.172 -0.481 0.007 -0.103
H 2.529 -1.917 -0.468 -0.680 -0.062 -0.037
H 2.200 -0.479 -1.142 -0.060 0.170 -0.163
C -1.418 -0.117 -2.015 -0.150 0.164 0.791
N -1.506 0.750 -1.066 0.281 -1.547 -0.622
H -0.423 -0.595 -2.099 -0.705 0.170 -0.232
H -2.277 -0.443 -2.615 0.401 0.442 0.081
H -2.363 1.205 -0.736 0.319 -0.133 -0.423
H -0.644 0.699 -0.473 -0.163 0.784 0.305

10
Properties=species:S:1:pos:R:3:forces:R:3 method="wB97M-V/def2-TZVPD" molar_mass_g_mol=179.9 spin_multiplicity=2 e_lumo_ev="-19.0 / -19.2" orbital_gap_ev="7.808 / 7.659" e_above_lowest_kcal_mol=0.0 total_charge=+3
O 2.360 -0.770 -1.149 1.023 -0.392 -1.149
In 0.475 -0.667 -0.590 1.096 -0.948 -0.575
O 3.248 -0.832 -0.219 -0.607 -0.013 1.193
H 4.106 -1.000 -0.668 1.323 -0.080 -0.652
O -0.940 0.291 0.143 0.090 1.452 0.940
H -0.781 1.144 0.578 0.144 0.786 0.409
C -2.348 -0.017 0.097 -3.542 -0.862 -0.243
H -2.449 -1.016 -0.335 -0.068 0.077 0.095
H -2.753 -0.003 1.114 0.285 -0.006 -0.073
H -2.857 0.716 -0.537 0.256 -0.015 0.057